Formula: C2H8NO
Source: the Open Molecules 2025 dataset
Level of theory: ωB97M-V/def2-TZVPD

```
12
C2H8NO ωB97M-V/def2-TZVPD
C 1.2041 1.0387 -1.0417
C -1.0473 0.4082 -0.3949
N 0.2071 0.3072 -0.2519
H 1.6390 1.7857 -0.3704
H 0.6963 1.5769 -1.8360
H 2.0238 0.4156 -1.3800
H -1.4153 1.2651 -0.9568
H -1.7573 -0.0441 0.2826
H 0.5868 -0.2255 0.5361
H -0.0601 -2.1812 2.2475
H -1.3465 -2.5396 1.5317
O -0.7307 -1.8072 1.6338
```

Its spin multiplicity is 1. The HOMO energy is -0.5903 hartree. The total charge is +1. The frontier orbital gap comes out at 10.96 eV. The energy above the lowest of the compared OMol25 structures with the same formula, charge and spin comes out at 0.970 eV.

Formula: C26H58F5N4S
Source: the Open Molecules 2025 dataset
Level of theory: ωB97M-V/def2-TZVPD

```
94
C26H58F5N4S ωB97M-V/def2-TZVPD
F 5.3014 -0.0478 1.4155
C 4.5385 1.1235 1.2178
F 5.3723 2.1510 0.7707
F 3.9723 1.4002 2.4750
C 3.4496 0.7901 0.0897
F 4.1290 0.0286 -0.9146
F 2.5251 -0.0778 0.6644
C 2.8270 2.0540 -0.6457
C 2.2254 3.1657 0.3116
C 1.0747 2.6498 1.3076
N 0.1703 1.6589 0.7126
C -1.2446 2.0261 0.8952
C -2.1166 0.7288 0.5023
C -1.2558 -0.5214 0.0312
S -0.6138 -0.3883 -1.7225
H 3.6904 2.5522 -1.2115
H 2.0692 1.7781 -1.4512
H 1.7725 3.9726 -0.3594
H 3.0460 3.6833 0.9194
H 1.5990 2.2824 2.2672
H 0.4378 3.5658 1.6068
H -1.4716 2.8897 0.1597
H -1.5322 2.3226 1.9588
H -2.6792 0.4089 1.4481
H -2.8853 1.0331 -0.2887
H -0.4395 -0.8235 0.7640
H -1.9781 -1.4154 0.0098
H -1.2915 0.6064 -2.4028
C 2.8949 8.7914 5.6468
C 2.9029 7.3399 5.1822
N 2.9946 7.1811 3.7374
C 2.7495 5.8076 3.2943
C 3.7480 4.7363 3.7263
C 4.1116 7.8523 3.0859
C 5.5254 7.4782 3.5357
H 2.0762 9.3496 5.1856
H 2.7585 8.8303 6.7309
H 3.8351 9.3005 5.4217
H 1.9649 6.8907 5.5231
H 3.7120 6.8101 5.7024
H 2.6648 5.7864 2.2024
H 1.7576 5.5109 3.6545
H 4.6715 4.7860 3.1483
H 3.3173 3.7473 3.5448
H 3.9928 4.7965 4.7890
H 3.9882 8.9328 3.2191
H 4.0394 7.7079 2.0030
H 5.6116 7.3864 4.6208
H 6.2298 8.2519 3.2179
H 5.8585 6.5439 3.0819
C -0.5776 -3.9648 -5.9653
C 0.1818 -3.7085 -4.6691
N 0.0023 -4.7468 -3.6624
C 0.5256 -4.3673 -2.3508
C 2.0333 -4.1541 -2.2250
C 0.3045 -6.1088 -4.0808
C 1.7193 -6.3997 -4.5861
H -1.6481 -4.0840 -5.7793
H -0.4472 -3.1163 -6.6421
H -0.2127 -4.8529 -6.4876
H -0.1894 -2.7624 -4.2634
H 1.2420 -3.5529 -4.9091
H 0.2111 -5.1095 -1.6074
H 0.0262 -3.4406 -2.0446
H 2.5759 -5.1001 -2.1994
H 2.2512 -3.6410 -1.2837
H 2.4380 -3.5385 -3.0301
H -0.4017 -6.3905 -4.8696
H 0.0769 -6.7988 -3.2612
H 2.0985 -5.6187 -5.2486
H 1.7233 -7.3360 -5.1514
H 2.4232 -6.5267 -3.7623
C -3.5909 -4.7108 -1.4256
C -4.4668 -4.0333 -0.3791
N -5.6031 -3.3089 -0.9354
C -6.2803 -2.4654 0.0464
C -6.9756 -3.1578 1.2183
C -6.4833 -4.0690 -1.8124
C -7.1550 -5.3174 -1.2364
H -3.2152 -3.9884 -2.1543
H -2.7291 -5.1751 -0.9396
H -4.1242 -5.5012 -1.9598
H -3.8298 -3.3236 0.1581
H -4.7844 -4.7874 0.3539
H -7.0074 -1.8270 -0.4686
H -5.5403 -1.7680 0.4562
H -7.9193 -3.6140 0.9175
H -7.2150 -2.4182 1.9886
H -6.3498 -3.9205 1.6852
H -5.9110 -4.3693 -2.6965
H -7.2592 -3.4063 -2.2103
H -6.4746 -5.9199 -0.6308
H -7.5133 -5.9522 -2.0516
H -8.0257 -5.0633 -0.6298
```

Its spin multiplicity is 1. The HOMO energy is -0.0697 hartree. The total charge is -1. The frontier orbital gap comes out at 4.49 eV. The energy above the lowest of the compared OMol25 structures with the same formula, charge and spin comes out at 2.082 eV.

Formula: CH6NS2
Source: the Open Molecules 2025 dataset
Level of theory: ωB97M-V/def2-TZVPD

```
10
CH6NS2 ωB97M-V/def2-TZVPD
C 0.0612 -0.1201 0.1092
N -0.0706 1.1133 -0.6955
S -1.3710 -1.1593 -0.1190
S 1.7088 -0.7591 -0.0237
H -0.2692 0.5655 2.0386
H 0.7506 1.7252 -0.5477
H -0.9262 1.6257 -0.4279
H -0.1261 0.8893 -1.7080
H -1.1969 -1.8904 0.9735
H 1.4395 -1.9902 0.4007
```

Its spin multiplicity is 1. The HOMO energy (alpha / beta) is -0.5127 / -0.4843 hartree. The total charge is +1. The frontier orbital gap (alpha / beta) comes out at 8.54 / 8.19 eV. The energy above the lowest of the compared OMol25 structures with the same formula, charge and spin comes out at 3.641 eV.

Formula: C8H18N5
Source: the Open Molecules 2025 dataset
Level of theory: ωB97M-V/def2-TZVPD

```
31
C8H18N5 ωB97M-V/def2-TZVPD
C 0.3341 1.5524 2.5332
C 0.5974 1.8524 1.0436
N -0.6762 1.6485 0.3371
C -0.7167 0.8786 -0.8201
N 0.1053 1.2339 -1.9593
C 1.4018 0.7408 -1.9713
C 2.3258 1.6079 -2.7167
N 1.7763 -0.4538 -1.5942
C 0.9098 -1.2634 -1.0685
N -0.2448 -0.8153 -0.6051
N -1.1337 -1.4465 0.2083
C -0.9521 -2.8769 0.4514
C -1.7506 -3.3721 1.6612
H 1.3084 1.3332 2.8896
H -0.2251 2.4048 3.0381
H -0.1442 0.5813 2.5941
H 0.9182 2.8361 0.8065
H 1.3334 1.0510 0.5217
H -1.5297 1.6569 0.8597
H -1.7390 0.6296 -1.0811
H 0.0391 2.1641 -2.4031
H 2.8000 2.4082 -2.0183
H 1.8591 2.2033 -3.4971
H 3.2200 0.9779 -2.9822
H 1.1931 -2.2595 -0.7745
H -2.0231 -1.1954 -0.1363
H 0.0538 -3.1160 0.6573
H -1.1693 -3.3862 -0.4813
H -2.7716 -3.5998 1.3102
H -1.2030 -4.3126 2.0300
H -1.7573 -2.5514 2.4056
```

Its spin multiplicity is 1. The structure (SMILES) is CCN[C@H]1[NH+]=C(C)N=CN1NCC. The HOMO energy is -0.4609 hartree. The total charge is +1. The frontier orbital gap comes out at 8.84 eV. The energy above the lowest of the compared OMol25 structures with the same formula, charge and spin comes out at 1.323 eV.

no.,F_max (hartree/bohr)
1,0.03806
2,0.06288
3,0.04862
4,0.08494